(1)
This record from the OMol25 dataset describes a single C4H6NP molecule in a non-equilibrium geometry. The level of theory is wB97M-V/def2-TZVPD.

Last column: Mulliken charge in e.
CARTESIAN COORDINATES (ANGSTROEM)
1 N -0.458 -0.970 1.452  -0.0909
2 H -1.111 1.410 -0.776  0.2404
3 H 0.526 0.768 1.176  0.4105
4 C 0.678 0.437 -1.455  -0.8024
5 H -1.355 0.882 1.189  0.3154
6 H -1.102 -0.600 -0.988  0.2675
7 P 0.906 -1.597 2.001  -0.2210
8 C -0.584 0.376 -0.752  -0.3121
9 H -1.371 -1.411 1.812  0.2860
10 H 2.581 0.122 -2.587  0.4223
11 C -0.458 0.330 0.846  -0.7444
12 C 1.748 0.253 -1.919  0.2287

For the gap between HOMO and LUMO (spin up / spin down), the calculation gives 6.80 / 6.83 eV. The calculation puts the largest force on an atom at 0.0546 hartree/bohr. The spin multiplicity is 1. The calculation puts the molecular weight at 99.07 Da. The value obtained for the total energy is -551.95855 Eh.

(2)
This record from the OMol25 dataset describes 2 unconnected molecules or ions with the total composition C4H8 in a non-equilibrium geometry. The level of theory is wB97M-V/def2-TZVPD.

Last column: Mulliken charge in e.
CARTESIAN COORDINATES (ANGSTROEM)
1 H -0.890 -1.044 -0.882  0.3855
2 H -0.889 1.251 -0.850  0.2598
3 C 2.027 0.178 -0.205  -0.3772
4 H -2.109 1.390 0.597  0.2403
5 C 0.974 -0.292 0.404  -0.6442
6 H 2.708 0.864 0.308  0.2559
7 C -1.540 -0.593 -0.126  -0.6114
8 C -1.488 0.728 -0.092  -0.5333
9 H 0.563 0.289 1.297  0.2444
10 H 0.383 -1.229 0.223  0.3156
11 H -2.147 -1.245 0.491  0.2634
12 H 2.544 -0.404 -1.074  0.2013

For the gap between HOMO and LUMO, the calculation gives 10.53 eV. The calculation puts the largest force on an atom at 0.0741 hartree/bohr. The spin multiplicity is 1. The calculation puts the molecular weight at 56.11 Da. The value obtained for the total energy is -157.08767 Eh. The SMILES is C=C.C=C.

(3)
This record from the OMol25 dataset describes a molecular structure, C3H4O2S2 in a non-equilibrium geometry. The level of theory is wB97M-V/def2-TZVPD.

Last column: Mulliken charge in e.
CARTESIAN COORDINATES (ANGSTROEM)
1 C 0.932 0.636 1.575  -0.6921
2 S 0.109 0.692 -2.227  0.3918
3 C -0.404 -0.493 -1.203  -0.1200
4 C -1.690 -1.087 -0.953  0.2275
5 S 0.964 -0.953 0.632  -0.0154
6 O -2.716 -0.459 -1.208  -0.4677
7 H -0.020 1.057 1.701  0.3207
8 H -1.552 -2.048 -0.435  0.3014
9 H 1.664 1.484 1.370  0.2810
10 H 1.256 0.075 2.521  0.2316
11 O 1.457 1.097 -1.773  -0.4589

For the gap between HOMO and LUMO, the calculation gives 7.96 eV. The calculation puts the largest force on an atom at 0.0774 hartree/bohr. The spin multiplicity is 1. The calculation puts the molecular weight at 136.20 Da. The value obtained for the total energy is -1063.41905 Eh.

(4)
This record from the OMol25 dataset describes a molecular structure, C3H11N2 in a non-equilibrium geometry. The level of theory is wB97M-V/def2-TZVPD.

Last column: Mulliken charge in e.
CARTESIAN COORDINATES (ANGSTROEM)
1 H -0.461 -0.531 2.054  0.3469
2 H 0.984 -0.154 -0.584  0.1626
3 C -0.960 -0.040 -0.934  -0.4401
4 H 1.167 1.774 -2.659  0.3354
5 N -1.031 -1.356 -0.327  -0.4115
6 H 0.737 -0.520 -2.211  0.3839
7 H 0.965 1.791 3.179  0.1187
8 H -0.140 -2.211 1.516  0.3734
9 C -0.248 -1.165 1.164  -0.9121
10 H 1.291 1.714 2.507  -0.1141
11 C 0.486 0.275 -1.474  -0.0436
12 H -1.459 -1.270 0.654  0.3459
13 H 0.828 -0.801 0.956  0.3191
14 H -1.050 0.782 -0.215  0.3269
15 H -1.657 0.169 -1.742  0.4243
16 N 0.548 1.541 -1.885  -0.2157

For the gap between HOMO and LUMO, the calculation gives 6.42 eV. The calculation puts the largest force on an atom at 0.0890 hartree/bohr. The spin multiplicity is 1. The calculation puts the molecular weight at 75.13 Da. The value obtained for the total energy is -229.81659 Eh. As for the charge: +1.

(5)
This record from the OMol25 dataset describes a single C4H4O2 molecule. The level of theory is wB97M-V/def2-TZVPD.

Last column: Mulliken charge in e.
CARTESIAN COORDINATES (ANGSTROEM)
1 O -0.485 0.460 -0.202  -0.2900
2 C 1.107 -0.207 1.238  0.0131
3 C 0.860 0.336 -0.115  -0.5005
4 H -0.727 -0.120 1.811  0.3463
5 C -1.443 0.280 -2.523  -0.0174
6 H -1.844 0.116 -3.496  0.3810
7 C -0.961 0.433 -1.438  -0.0087
8 O 0.139 -0.157 2.240  -0.5111
9 H 2.074 0.104 1.637  0.3587
10 H 1.280 -1.245 0.847  0.2286

For the gap between HOMO and LUMO, the calculation gives 9.77 eV. The calculation puts the largest force on an atom at 0.0121 hartree/bohr. The spin multiplicity is 1. The calculation puts the molecular weight at 84.07 Da. The value obtained for the total energy is -305.08520 Eh.

(6)
This record from the OMol25 dataset describes 20 unconnected molecules or ions with the total composition C58H111N9O11 in a non-equilibrium geometry. The level of theory is wB97M-V/def2-TZVPD.

Last column: Mulliken charge in e.
CARTESIAN COORDINATES (ANGSTROEM)
1 H -0.044 -1.940 -5.208  0.3854
2 H 4.233 -4.804 0.648  0.4730
3 C -1.090 -2.411 5.056  -0.7337
4 H 5.165 0.980 1.567  -0.0479
5 H -0.084 6.177 -6.891  0.3577
6 N -1.679 4.031 -4.961  0.0718
7 C -4.238 1.653 -5.344  -0.6560
8 C 3.208 0.786 6.182  -1.3686
9 H 3.979 3.441 1.938  0.4277
10 H -3.841 -5.335 2.565  0.2411
11 H -7.960 3.003 2.706  0.4033
12 C 4.687 -4.254 4.797  -1.0857
13 H 8.485 4.213 -0.403  0.3854
14 N -2.775 -2.791 3.662  0.4948
15 C -4.904 -3.535 -3.434  -0.4781
16 H -3.279 2.183 3.679  0.5982
17 H 0.482 -2.848 3.571  0.2298
18 H 5.487 -3.554 4.523  0.2528
19 H -6.403 -4.913 2.072  0.3104
20 H 5.016 -4.957 5.549  0.4141
21 C -4.381 -5.457 1.623  0.0412
22 H 2.534 2.681 -4.174  0.3945
23 H -2.462 -3.287 -1.895  -0.0437
24 O -1.215 -0.678 -4.124  0.2253
25 H -0.398 4.124 -1.780  -0.4296
26 H -6.191 2.592 -5.348  0.4658
27 H -1.328 6.306 -0.681  0.4143
28 H -3.090 2.301 -2.392  0.5013
29 C -5.284 2.354 -4.802  -1.0087
30 H -2.390 -1.715 -0.004  -0.7481
31 C 1.006 0.984 -1.404  0.1694
32 H -3.706 -2.693 3.284  0.3492
33 H 2.107 -3.250 -1.668  0.5607
34 C 3.718 -2.788 -3.078  -0.6588
35 C 3.430 4.522 -1.651  -1.1050
36 H -1.029 -0.847 -6.208  0.3223
37 O 3.895 -1.450 1.695  -0.0815
38 H -5.538 3.274 -2.782  0.5750
39 O 3.076 -2.505 4.092  -0.0974
40 H 1.487 1.747 5.238  0.3194
41 H 3.470 -3.420 -3.934  0.4570
42 H -0.824 1.399 4.031  0.2092
43 H 3.353 -1.667 -0.113  -0.0069
44 H -5.272 -2.105 -1.909  0.3533
45 H -2.448 -0.241 0.836  -0.9199
46 H -2.218 -4.969 -2.234  0.3584
47 H 2.549 -1.777 4.549  0.0979
48 C -7.137 3.011 1.988  -0.5285
49 H 3.774 -0.145 6.099  0.2278
50 H 2.497 -3.743 2.166  -0.1266
51 H -1.718 2.910 1.412  0.0715
52 C -2.938 -0.777 0.027  2.5714
53 H 2.627 1.019 4.071  -0.2454
54 H -2.616 5.428 -6.455  0.4196
55 H -4.252 -1.278 1.601  0.1643
56 C 2.123 0.855 5.084  0.6838
57 H -5.860 -6.388 2.761  0.3986
58 H 4.971 3.393 -0.818  0.1251
59 H 6.352 0.668 2.768  0.5567
60 C 4.000 2.576 -2.562  -1.0873
61 N 4.246 3.408 -1.514  0.5244
62 H -5.061 -4.422 -2.843  0.5275
63 H -0.649 0.301 -2.299  -0.7694
64 C -0.671 -4.121 -0.933  0.6855
65 N 3.568 -1.893 -1.031  1.1334
66 C 7.635 2.224 -1.096  -0.7532
67 C 1.347 -5.418 1.897  -1.0512
68 H 2.812 0.836 7.213  0.3544
69 H 7.392 1.321 -0.510  0.1240
70 O -4.228 -4.227 0.882  -0.4384
71 H 1.580 0.218 -1.949  0.3159
72 C 3.317 4.526 3.718  -0.7455
73 C 4.807 -1.928 -2.877  -0.9600
74 C -1.737 5.014 -5.966  -0.5601
75 H 1.271 -0.249 -4.307  -0.0992
76 H -0.071 4.345 -0.033  -0.1398
77 C -7.008 2.344 0.703  -1.0796
78 C 2.786 -6.442 0.492  -0.7261
79 C 7.815 3.415 -0.123  -0.3281
80 C -4.588 -2.014 -4.990  -0.2606
81 H 3.302 -1.622 2.417  -0.0898
82 N -5.102 3.452 1.138  0.1375
83 H -4.063 1.288 -6.357  0.5106
84 H -1.627 -3.463 1.979  0.4065
85 C 3.440 -3.446 5.130  -0.4376
86 C 5.357 0.391 2.455  -0.6535
87 C -4.663 -3.393 -4.734  -1.0382
88 H 8.242 3.004 0.802  0.2999
89 H -3.292 1.430 2.062  -0.1542
90 C -5.727 2.592 0.280  -0.3552
91 N 2.053 4.774 4.265  0.0480
92 C 3.295 -5.236 0.874  -0.6353
93 C -0.874 4.225 -0.827  1.2127
94 C 1.796 3.441 2.455  0.8364
95 H 1.462 0.139 -5.966  0.5567
96 H -1.956 -1.286 -4.153  -0.2444
97 H -5.609 4.254 3.036  0.4846
98 C -4.934 2.728 -3.508  -0.1948
99 H 5.857 -1.365 1.378  0.3472
100 C -0.342 3.820 -4.587  -0.0030
101 C 3.155 3.781 2.578  -1.0505
102 H 3.211 -7.100 -0.260  0.4099
103 O -5.223 -2.011 -0.111  -0.6687
104 C -0.426 5.379 -6.214  -0.8191
105 H -1.123 2.279 -1.074  -0.6210
106 C 2.670 4.395 -2.774  -0.1466
107 C 0.841 0.519 0.041  1.0908
108 H -4.950 -0.093 0.523  -0.0367
109 H 2.571 -4.065 5.232  0.2840
110 H 0.302 -0.402 0.160  -0.1019
111 H -2.221 5.358 0.301  0.2999
112 H 0.807 -0.436 4.422  -0.0339
113 H 4.449 -4.826 3.858  0.1458
114 C -0.597 -2.823 3.797  0.8626
115 H -2.726 5.324 -1.349  0.3647
116 H 0.826 -7.391 1.145  0.4511
117 O -2.166 3.159 2.257  -0.5669
118 C -1.652 -4.030 -2.070  -1.1805
119 H 3.355 5.269 -0.859  0.3523
120 C 5.161 -1.045 2.180  0.1705
121 C 0.726 0.120 -5.171  -0.3779
122 C 3.022 3.123 -3.335  0.1167
123 H 1.938 5.073 -3.175  0.4826
124 H -3.841 -6.255 1.026  0.2429
125 C -3.725 2.167 -3.235  -0.8025
126 O -0.261 1.147 -2.002  1.0447
127 O -1.359 -4.736 0.204  -0.4705
128 H -2.438 0.927 -4.315  -0.2779
129 O 1.410 -0.363 5.163  -0.4370
130 C 4.748 -1.391 -1.621  -0.7139
131 H -3.325 -4.128 0.598  0.0570
132 H -6.262 -6.387 1.018  0.3277
133 H 0.217 -4.687 -1.166  0.7552
134 H -4.954 -2.959 0.094  0.5726
135 H 0.313 1.099 -4.918  -0.1231
136 N -3.259 1.538 -4.351  0.9197
137 C -4.381 -1.049 0.555  -0.4574
138 H 0.075 4.022 3.664  0.5906
139 H -1.108 -3.799 -2.968  0.4693
140 C 2.975 -2.711 -1.943  -0.6024
141 N -5.061 -2.312 -2.862  0.1832
142 H 3.604 -2.941 6.056  0.4542
143 H -2.458 3.460 -4.689  0.3007
144 H -4.392 -1.445 -5.895  0.4541
145 H 3.956 1.572 6.122  0.3965
146 H 8.666 2.156 -1.571  0.3463
147 H 5.369 -1.648 3.117  -0.3073
148 H 0.541 -5.076 2.502  0.7827
149 H 4.577 1.660 -2.598  0.3692
150 C -1.495 0.972 3.231  0.2261
151 C 1.152 4.132 3.472  -1.2214
152 H -3.201 -2.070 5.587  0.4280
153 H -0.510 -2.118 5.913  0.5675
154 C -2.441 -2.416 4.923  -1.2275
155 C -5.823 -5.812 1.837  -1.4079
156 O -1.605 2.997 -0.633  0.9236
157 H 1.500 1.939 -1.594  -0.7822
158 O 6.507 3.985 0.091  -0.4678
159 H -1.873 0.102 3.720  0.2068
160 H 6.507 4.575 0.840  0.2062
161 H -5.053 -0.305 -3.548  0.4909
162 H -4.400 -4.201 -5.409  0.3842
163 C -0.409 -0.916 -5.296  -0.6089
164 H -4.093 3.603 1.071  0.1478
165 H 1.525 4.471 -5.541  0.4418
166 C -4.859 -1.364 -3.775  -0.4641
167 H -0.119 3.078 -3.855  0.4845
168 H 5.356 -0.811 -0.977  0.6244
169 C -2.661 1.879 2.820  -0.3634
170 H -7.756 1.857 0.149  0.5387
171 H 4.165 4.989 4.239  0.4025
172 H 0.366 1.332 0.634  -1.3625
173 N 2.450 -4.675 1.777  0.9279
174 C -1.860 5.361 -0.717  -1.6148
175 H -5.303 2.291 -0.665  0.8074
176 H -0.860 0.756 2.351  -0.4361
177 H 4.615 0.766 3.218  -0.1899
178 H 1.852 0.434 0.415  0.3093
179 H -2.810 -0.200 -0.896  -0.3086
180 H 1.336 2.912 1.636  0.3996
181 C -5.925 3.621 2.237  -0.5841
182 H 1.916 5.230 5.152  0.2209
183 H -0.294 -3.135 -0.641  -0.5921
184 H 6.919 2.392 -1.903  0.1857
185 C 1.564 -6.621 1.213  -0.4776
186 H -0.698 -5.261 0.669  -0.0803
187 C 0.453 4.615 -5.395  -0.8797
188 H 5.622 -1.820 -3.566  0.4767
189 C -1.633 -3.037 2.967  -1.2424

For the gap between HOMO and LUMO, the calculation gives 8.03 eV. The calculation puts the largest force on an atom at 0.0774 hartree/bohr. The spin multiplicity is 1. The calculation puts the molecular weight at 1110.58 Da. The value obtained for the total energy is -3596.86362 Eh.

(7)
This record from the OMol25 dataset describes 2 unconnected molecules or ions with the total composition C4H12BN in a non-equilibrium geometry. The level of theory is wB97M-V/def2-TZVPD.

Last column: Mulliken charge in e.
CARTESIAN COORDINATES (ANGSTROEM)
1 H -1.862 -0.291 -1.543  0.3500
2 C 0.962 -0.306 -1.130  -1.1634
3 C -1.394 0.114 -0.600  -1.3865
4 H -2.299 0.088 0.046  0.2960
5 N 0.891 1.032 1.160  -0.3233
6 H 1.461 0.560 1.801  0.1455
7 C -0.146 -0.577 -0.185  1.3050
8 H 0.781 -2.066 1.173  0.2851
9 H 0.741 -0.924 -2.072  0.3418
10 H -0.294 2.410 -0.153  -0.1365
11 H -0.167 -2.685 -0.041  0.3956
12 H 0.469 3.033 1.820  -0.1079
13 H -1.179 1.123 -0.932  0.3138
14 H 0.972 0.709 -1.341  0.4038
15 C -0.218 -1.854 0.589  -1.5289
16 H -0.996 -1.984 1.230  0.4213
17 H 1.936 -0.619 -0.792  0.3400
18 B 0.341 2.237 0.972  0.0484

For the gap between HOMO and LUMO (spin up / spin down), the calculation gives 8.34 / 8.34 eV. The calculation puts the largest force on an atom at 0.0946 hartree/bohr. The spin multiplicity is 1. The calculation puts the molecular weight at 84.96 Da. The value obtained for the total energy is -239.09422 Eh.